{"formula": "C19H31N4O4", "method": "ωB97M-V with the def2-TZVPD basis set", "symbols": ["C", "C", "C", "C", "C", "N", "C", "C", "C", "C", "C", "O", "C", "C", "O", "C", "N", "C", "C", "C", "O", "N", "H", "H", "H", "H", "H", "H", "H", "H", "H", "H", "H", "H", "H", "H", "H", "H", "H", "H", "H", "H", "H", "H", "H", "H", "C", "C", "O", "N", "C", "H", "H", "H", "H", "H", "H", "H"], "coordinates": [[3.919, -1.778, 0.570], [2.804, -1.563, 1.037], [1.388, -1.170, 1.621], [0.694, -0.263, 0.548], [-0.740, 0.010, 0.244], [-0.780, 0.895, -0.888], [-2.002, 1.401, -1.564], [-2.656, 2.651, -0.818], [-3.971, 2.259, 0.013], [-5.229, 2.225, -0.965], [-6.350, 1.182, -0.502], [-5.787, -0.151, -0.588], [-6.779, -1.155, -0.588], [-7.905, -1.333, -1.683], [-6.746, -1.981, 0.313], [0.500, 1.224, -1.347], [0.940, 2.024, -2.446], [0.696, 3.486, -2.243], [2.314, 1.722, -2.855], [2.574, 0.270, -3.484], [3.259, 2.484, -2.756], [1.327, 0.516, -0.462], [4.764, -1.829, -0.165], [0.808, -2.138, 1.684], [1.461, -0.721, 2.651], [-1.627, -0.417, 0.801], [-1.840, 1.646, -2.659], [-2.763, 0.558, -1.518], [-1.875, 3.151, -0.151], [-2.995, 3.420, -1.589], [-3.856, 1.221, 0.468], [-4.191, 2.985, 0.849], [-4.909, 1.927, -2.008], [-5.724, 3.241, -1.005], [-7.239, 1.268, -1.204], [-6.716, 1.453, 0.543], [-7.474, -1.933, -2.553], [-8.325, -0.363, -2.074], [-8.700, -2.003, -1.224], [0.910, 4.001, -3.237], [1.366, 3.976, -1.479], [-0.410, 3.610, -2.026], [3.591, -0.136, -3.226], [2.394, 0.363, -4.606], [1.724, -0.392, -3.104], [2.357, 0.517, -0.531], [6.677, -2.980, 5.394], [5.763, -2.387, 4.354], [4.855, -1.620, 4.646], [5.971, -2.727, 3.053], [6.981, -3.609, 2.505], [6.386, -2.615, 6.378], [6.594, -4.068, 5.389], [7.708, -2.677, 5.204], [5.319, -2.289, 2.418], [7.585, -3.043, 1.793], [6.478, -4.423, 1.977], [7.626, -4.024, 3.275]], "lowdin_charge": [0.08, -0.10, -0.08, -0.12, 0.08, -0.01, -0.12, -0.18, -0.19, -0.17, -0.18, -0.08, -0.45, 0.01, 0.09, -0.17, -0.02, -0.02, -0.42, 0.01, 0.11, 0.16, 0.08, 0.13, 0.14, 0.15, 0.14, 0.14, 0.12, 0.12, 0.11, 0.12, 0.12, 0.12, 0.12, 0.15, 0.10, 0.07, 0.10, 0.12, 0.11, 0.08, 0.09, 0.11, 0.08, 0.17, -0.01, -0.55, 0.02, 0.00, -0.08, 0.09, 0.09, 0.09, 0.07, 0.08, 0.08, 0.08], "multiplicity": 1, "de_lowest_kj_mol": 212.2, "total_charge": 1, "orbital_gap_ev": 8.24, "lumo_energy_ev": -2.93}